# 1
Below is the molecule C3H11NO2Si in a non-equilibrium geometry, with properties calculated with ωB97M-V/def2-TZVPD.

Geometry as XYZ:
```
18
Properties=species:S:1:pos:R:3:lowdin_charge:R:1
C -2.268 0.847 -0.307 -0.35
O -0.976 1.124 -0.249 -0.33
Si 0.354 -0.510 -0.013 0.45
C 0.060 -1.529 1.578 -0.14
N 0.240 -1.553 -1.320 -0.01
O 1.733 0.299 0.154 -0.24
C 2.181 1.687 -0.132 -0.05
H -2.326 -0.020 -1.003 0.04
H -2.969 1.658 -0.711 0.09
H -2.589 0.380 0.726 0.09
H 0.730 -2.331 1.495 -0.01
H 0.287 -0.943 2.473 0.03
H -1.081 -1.923 1.491 0.09
H 0.364 -1.149 -2.185 0.01
H -0.760 -1.909 -1.314 0.08
H 1.385 2.254 -0.510 0.05
H 2.976 1.496 -0.914 0.10
H 2.659 2.122 0.741 0.08
```

Summary:
Frontier orbital gap, eV: 9.424
ΔE to the lowest compared entry with this formula, charge and spin, kcal per mole: 61.7
E, a.u.: -615.650425
SMILES string: CO[Si](C)(N)OC
LUMO level, eV: 0.66
F_max, eV Å⁻¹: 5.748


# 2
Below is a cluster of 2 separate species, C12H19N2 in total in a non-equilibrium geometry, with properties calculated with ωB97M-V/def2-TZVPD.

Geometry as XYZ:
```
33
Properties=species:S:1:pos:R:3:lowdin_charge:R:1
C 3.092 -0.396 1.581 -0.03
C 2.831 0.799 2.269 -0.06
C 2.077 -0.856 0.791 -0.03
C 1.651 1.434 2.171 -0.03
C 0.847 -0.176 0.549 -0.14
C 0.561 0.896 1.508 -0.18
C 0.103 -0.794 -0.492 -0.08
C -0.706 1.257 1.802 -0.22
C -0.166 -0.355 -1.812 -0.38
C -1.842 0.696 1.090 -0.04
C -1.030 2.129 2.990 -0.01
C 0.245 1.060 -1.993 -0.02
N -0.723 -0.940 -2.816 0.17
N -1.766 -3.367 -3.388 0.03
H 4.007 -1.000 1.509 0.13
H 3.683 1.311 2.861 0.15
H 2.326 -1.710 0.013 0.16
H 1.567 2.294 2.784 0.11
H 0.094 -1.930 -0.567 0.15
H -1.650 -0.444 0.900 0.12
H -1.998 1.044 -0.026 0.14
H -2.821 0.842 1.682 0.11
H -2.165 2.353 2.856 0.12
H -0.374 2.975 2.968 0.08
H -0.995 1.628 3.992 0.13
H -0.462 1.689 -2.615 0.11
H 1.126 1.092 -2.704 0.12
H 0.558 1.486 -1.025 0.08
H -1.316 -1.739 -2.786 0.03
H -0.788 -0.422 -3.743 0.17
H -1.232 -4.107 -3.267 -0.04
H -2.145 -3.471 -4.350 0.07
H -2.592 -3.280 -2.731 0.09
```

Summary:
Frontier orbital gap (spin up / spin down), eV: 6.303 / 6.302
ΔE to the lowest compared entry with this formula, charge and spin, kcal per mole: 95.3
E, a.u.: -577.810931
Net charge: +1
LUMO level (spin up / spin down), eV: -4.86 / -4.86
F_max, eV Å⁻¹: 6.833